{"formula": "BCd2H28O16P", "method": "ωB97M-V with the def2-TZVPD basis set", "elements": ["Cd", "Cd", "P", "O", "O", "O", "O", "O", "O", "O", "O", "O", "O", "O", "O", "O", "O", "O", "O", "B", "H", "H", "H", "H", "H", "H", "H", "H", "H", "H", "H", "H", "H", "H", "H", "H", "H", "H", "H", "H", "H", "H", "H", "H", "H", "H", "H", "H"], "coordinates": [[0.02, -0.50, 2.21], [0.66, 0.31, -2.94], [0.29, -0.34, -0.35], [2.26, -3.12, -2.72], [-2.47, 0.20, 1.76], [-0.34, -1.45, 0.47], [0.86, 3.21, 1.25], [-1.16, -2.18, 2.96], [-0.49, 1.67, -4.04], [-2.15, 2.62, -1.08], [3.90, -0.82, -0.34], [1.66, 2.00, -1.99], [0.79, 0.64, 0.72], [-3.10, -0.05, -2.52], [-0.65, 0.36, -1.40], [-2.09, -2.75, -1.04], [3.29, 1.72, 1.08], [0.34, -4.01, 0.80], [1.37, -0.76, -1.44], [0.27, 0.91, 3.92], [-3.78, 0.40, -2.01], [2.97, -0.84, -0.63], [-0.96, -2.98, 3.46], [2.61, 1.92, -1.80], [2.87, 2.53, 1.39], [-2.55, 1.11, 2.09], [2.05, -2.27, -2.30], [-0.54, -4.35, 1.01], [-3.04, 2.41, -1.37], [2.54, 1.12, 0.92], [1.29, 2.44, -1.21], [0.03, -0.19, 4.07], [-1.00, 1.48, -4.84], [0.32, 1.45, 4.92], [1.42, -3.46, -3.03], [-0.31, 2.62, -4.07], [0.79, 2.27, 0.94], [1.30, 0.99, 3.41], [-0.03, 3.44, 1.55], [-1.45, -2.30, -0.42], [-2.27, 0.07, -2.00], [-2.57, -2.04, -1.47], [-2.13, -2.13, 2.95], [4.34, -1.46, -0.91], [-3.24, 0.07, 1.20], [-1.64, 1.78, -1.18], [-0.52, 1.33, 3.23], [0.23, -3.04, 0.80]], "lumo_ev": -1.95, "e_homo_ev": -9.92, "relative_energy_ev": 0.0000, "orbital_gap_ev": 7.97}

{"formula": "C18H42N3O6", "method": "ωB97M-V with the def2-TZVPD basis set", "elements": ["O", "O", "O", "O", "O", "O", "N", "N", "N", "C", "C", "C", "C", "C", "C", "C", "C", "C", "C", "C", "C", "C", "C", "C", "C", "C", "C", "H", "H", "H", "H", "H", "H", "H", "H", "H", "H", "H", "H", "H", "H", "H", "H", "H", "H", "H", "H", "H", "H", "H", "H", "H", "H", "H", "H", "H", "H", "H", "H", "H", "H", "H", "H", "H", "H", "H", "H", "H", "H"], "coordinates": [[2.79, -0.94, -3.80], [-2.36, -1.38, 4.34], [0.93, 6.00, 1.65], [0.48, 1.50, 1.56], [-1.11, -5.63, 3.34], [1.72, 0.31, -2.32], [1.31, 0.25, -5.96], [2.67, 3.44, 2.09], [-1.67, -3.11, 1.84], [-0.35, -3.72, 2.05], [-1.64, 0.51, -6.08], [2.02, -0.02, -3.53], [-0.05, 5.03, 1.29], [-2.38, -6.22, 3.13], [1.34, 0.88, -4.63], [0.54, -1.00, -5.97], [-1.37, -1.09, 3.37], [-1.67, -1.66, 1.98], [0.84, 1.23, 0.20], [-0.99, -0.84, -5.63], [1.68, 5.69, 2.81], [-2.20, -2.62, 5.00], [2.91, 4.81, 2.55], [-0.46, -5.23, 2.13], [1.56, 1.28, 2.47], [2.00, 2.60, 3.08], [-1.28, 0.96, -7.53], [1.03, 5.28, 3.59], [2.04, 6.64, 3.19], [2.01, 1.78, -4.72], [-2.32, -3.50, 2.50], [-1.46, 1.36, -5.36], [-2.76, -3.40, 4.49], [-2.05, 1.70, -7.87], [-0.95, -5.65, 1.25], [-2.30, -7.06, 2.43], [0.37, 4.31, 0.58], [3.53, 4.78, 3.45], [1.25, 0.23, 0.09], [-0.37, -1.36, 3.73], [-3.09, -5.48, 2.75], [-0.46, 4.52, 2.16], [2.39, 0.76, 2.00], [0.58, -1.42, -7.02], [2.10, 3.48, 1.25], [0.36, 1.27, -4.28], [-2.74, -6.60, 4.09], [-1.29, 0.13, -8.28], [1.55, 1.97, -0.17], [2.69, 2.41, 3.91], [-1.35, 0.00, 3.27], [-0.86, 5.55, 0.77], [1.17, 0.64, 3.27], [-2.63, -2.52, 6.01], [3.50, 5.30, 1.77], [0.55, -5.65, 2.17], [-0.97, -1.22, 1.26], [1.11, 3.10, 3.48], [0.96, -1.79, -5.31], [-1.10, -1.01, -4.52], [-2.67, -1.32, 1.69], [0.10, -3.36, 2.98], [-0.06, 1.30, -0.41], [2.28, -0.05, -6.12], [-1.54, -1.65, -6.16], [0.31, -3.45, 1.22], [-1.15, -2.90, 5.10], [-2.75, 0.35, -6.06], [-0.29, 1.46, -7.60]], "total_charge": -1, "lumo_ev": 2.45, "e_homo_ev": -4.22, "orbital_gap_ev": 6.68}

{"formula": "C5H14NO2", "method": "ωB97M-V with the def2-TZVPD basis set", "elements": ["O", "O", "N", "C", "C", "C", "C", "C", "H", "H", "H", "H", "H", "H", "H", "H", "H", "H", "H", "H", "H", "H"], "coordinates": [[0.99, -3.37, -0.36], [0.44, 1.56, 1.83], [-0.92, -0.04, -0.23], [1.29, 1.06, -0.78], [-0.40, -0.72, 0.97], [-0.33, 2.05, 0.81], [-0.18, 1.13, -0.45], [-1.13, -0.79, -1.54], [-2.12, -0.57, -1.97], [-0.58, -0.35, -2.29], [1.61, -3.02, 0.31], [0.59, -0.92, 0.95], [0.01, 2.98, 0.59], [-1.38, 2.35, 0.96], [-0.97, -0.35, 1.86], [-0.66, 1.53, -1.31], [0.19, -2.92, -0.24], [1.51, 0.45, -1.69], [-1.19, -1.84, -1.44], [1.75, 0.70, 0.11], [1.55, 2.09, -1.03], [-0.72, -1.79, 0.93]], "total_charge": -1, "lumo_ev": 3.67, "e_homo_ev": -2.08, "relative_energy_ev": 3.2330, "orbital_gap_ev": 5.75}

So what do the calculations give for max |F|? Going down the list: 4.85 2.94 5.49 eV Å⁻¹.